Entry 1:
C9H19NOS in the gas phase. Source: OMol25; level of theory: the ωB97M-V functional and the def2-TZVPD basis.

The geometry in XYZ format:
```
31
Properties=species:S:1:pos:R:3:forces:R:3
C -1.16756 -1.70888 1.07368 0.083 0.898 -0.606
C -1.25629 -0.46552 1.86513 -3.696 1.997 2.469
C -1.22419 -0.39164 0.41567 4.217 2.721 -2.706
C -3.12806 1.03180 -0.07888 -0.847 0.282 2.684
C 3.43791 -1.77932 0.08718 -2.156 1.083 1.597
C 0.72804 2.24371 -1.96189 0.294 -3.000 2.167
C -2.28330 -0.10373 -0.60051 -2.036 -2.220 2.773
C 2.21483 -1.06604 -0.47055 -2.966 1.143 -1.366
C 1.33132 -0.13673 0.46711 3.691 2.026 -2.928
N 0.17262 0.39320 -0.20160 -2.440 -1.074 0.730
O 0.81311 2.74246 0.83914 0.735 0.468 -0.160
S -0.01338 2.16232 -0.22015 -0.397 -2.362 -1.009
H -0.26943 -2.17826 1.23389 1.810 -1.713 -0.226
H -2.05346 -2.20477 0.73789 -0.224 -0.872 0.715
H -2.28682 -0.26242 2.33222 1.713 -0.139 -0.496
H -0.43598 0.00392 2.46369 -0.662 -0.966 -0.719
H -2.59414 2.03098 0.19693 -0.760 -2.222 -0.525
H -3.67428 0.62317 0.80635 0.813 0.627 0.156
H -4.00134 1.26686 -0.59763 -1.095 0.583 -1.921
H 3.73651 -1.18421 0.95644 0.475 -0.427 0.063
H 3.22703 -2.80943 0.35994 -0.005 0.033 0.190
H 4.16415 -1.75366 -0.63749 2.013 -0.101 -1.493
H 0.18323 1.40651 -2.47648 0.807 0.605 0.589
H 1.82821 2.01188 -1.82694 -1.231 0.833 -0.726
H 0.31262 3.10881 -2.35093 0.327 2.197 -0.901
H -1.90541 0.20944 -1.47200 2.073 0.789 -3.251
H -2.74346 -1.16927 -0.84393 -0.084 2.503 0.511
H 1.40457 -1.77366 -0.76919 0.981 0.122 -0.655
H 2.41266 -0.31140 -1.34785 -0.038 -1.863 1.312
H 0.97763 -0.57592 1.29364 -0.340 -1.935 3.318
H 2.09266 0.63981 0.72712 -1.053 -0.017 0.415
```
Forces are in eV/Å.

Molecular weight: 189.324 g/mol
Orbital gap: 9.2 eV

Entry 2:
2 unconnected molecules or ions with the total composition C9H19P. Source: OMol25; level of theory: the ωB97M-V functional and the def2-TZVPD basis.

The geometry in XYZ format:
```
29
Properties=species:S:1:pos:R:3:forces:R:3
C -1.05670 -2.16056 -1.09352 0.300 -0.045 0.970
P -1.25942 -0.82746 0.13592 -0.708 -1.335 0.441
C -1.53793 0.66263 -0.39034 0.264 0.652 -0.446
C -2.20602 1.80542 0.25212 -2.077 -1.536 -0.985
C -2.50820 1.66860 1.73177 -0.966 1.403 0.705
C -1.68310 3.17254 -0.19872 -0.375 -0.300 1.966
H -0.79695 -3.07481 -0.55093 -0.177 0.076 0.135
H -0.15312 -1.91758 -1.63401 -0.249 0.057 -0.813
H -1.98671 -2.32988 -1.62962 0.313 0.138 -0.424
H -2.05932 -1.45550 1.14201 0.110 0.124 0.004
H -3.16380 1.55720 -0.26436 -0.063 0.504 -0.062
H -3.10354 2.55296 2.13310 0.573 -1.168 -0.500
H -1.55640 1.72537 2.15607 1.713 0.396 1.284
H -2.89134 0.73220 2.15484 -0.405 0.093 -0.798
H -1.58808 3.76770 0.73397 0.074 0.115 -0.760
H -2.28951 3.69874 -0.92942 0.105 -0.135 -0.087
H -0.72259 2.87354 -0.53226 1.068 0.781 -0.787
C 2.90191 -2.54806 -1.51661 0.646 0.437 1.888
C 2.57850 -1.89961 -0.18097 0.416 -0.291 -1.136
C 1.84972 -0.78141 -0.10310 1.000 -0.119 0.267
C 1.62524 0.06702 1.15123 3.126 -3.099 1.151
H 2.37532 -3.44658 -1.58761 -1.056 -1.460 -0.627
H 3.93293 -2.81258 -1.59866 1.021 -0.425 0.577
H 2.84173 -1.92350 -2.33735 -1.132 1.370 -1.759
H 3.07208 -2.51746 0.57471 -0.470 0.870 0.701
H 1.47143 -0.44688 -1.07394 0.072 0.350 0.395
H 1.19890 -0.68654 1.89238 0.259 1.596 -0.476
H 1.03430 0.88076 0.93027 -1.499 1.620 -0.057
H 2.65655 0.43641 1.57170 -1.883 -0.667 -0.769
```
Forces are in eV/Å.

Molecular weight: 158.225 g/mol
SMILES: C[PH]#CC(C)C.C/C=C/C
Orbital gap: 8.3 eV

Entry 3:
C9H20BNO3S in the gas phase. Source: OMol25; level of theory: the ωB97M-V functional and the def2-TZVPD basis.

The geometry in XYZ format:
```
35
Properties=species:S:1:pos:R:3:forces:R:3
C -0.38832 1.34385 2.61616 -1.051 -0.116 -0.305
C 0.48505 1.74032 1.42543 1.805 -1.765 1.555
C 1.01428 3.12994 1.53932 2.205 -0.822 0.524
C 1.70994 0.68498 1.34605 -2.241 0.841 -1.672
C 1.14076 -0.60086 0.83759 1.221 -1.159 -1.922
N 0.28974 -0.54300 -0.38653 -1.976 0.139 0.220
C -0.88404 -1.24748 -0.51028 0.638 0.442 1.710
O -1.13321 -2.03648 0.40164 -0.372 -0.450 -0.541
C -1.89676 -1.04157 -1.63660 -1.646 -0.102 0.967
C -2.07755 -2.41273 -2.32275 2.037 0.488 1.595
C -1.71591 0.16937 -2.50590 1.792 -1.163 -0.785
S -1.65255 1.65243 -1.53947 -0.681 1.114 0.136
B 2.25982 -1.54826 0.21207 0.651 0.360 1.248
O 3.62997 -1.12323 0.21569 -2.263 -2.269 -0.015
O 1.85659 -2.79963 -0.21681 -1.298 0.818 0.677
H -0.96282 2.19367 3.04248 0.288 -0.413 -0.353
H -1.12810 0.55551 2.31207 0.665 0.577 0.458
H 0.26146 0.96056 3.39002 -0.046 -0.194 0.464
H -0.11420 1.60479 0.53492 0.242 0.226 -0.254
H 0.19320 3.75615 1.54310 -1.516 1.851 -0.062
H 1.59635 3.28454 2.50351 -0.573 -0.192 -1.177
H 1.65966 3.30844 0.66452 -0.109 0.382 0.436
H 2.37708 0.96503 0.54988 0.678 0.866 -0.060
H 2.31400 0.38147 2.20546 -0.333 0.799 0.313
H 0.58861 -1.07443 1.60095 -0.867 -0.793 0.629
H 0.57540 0.01476 -1.14162 0.494 0.953 -0.908
H -2.85439 -0.80387 -1.10511 0.737 -0.373 0.023
H -2.60778 -2.41722 -3.23330 -0.884 0.134 -0.886
H -1.02966 -2.67223 -2.52129 -0.294 -0.706 -0.384
H -2.46405 -3.09393 -1.55403 0.015 0.035 -0.551
H -2.48842 0.17286 -3.26317 -0.110 0.257 -0.076
H -0.73762 0.12036 -3.00873 -0.337 -0.185 -0.326
H -2.60576 2.22709 -2.27838 -0.007 0.424 0.208
H 3.92731 -2.05331 0.27164 1.269 0.540 -0.379
H 0.86192 -2.79789 0.01144 1.865 -0.544 -0.507
```
Forces are in eV/Å.

Molecular weight: 233.142 g/mol
SMILES: CC(C)C[C@@H](NC(=O)[C@H](C)CS)B(O)O
Orbital gap: 9.7 eV

Entry 4:
A molecular structure, C9H20BO8PS. Source: OMol25; level of theory: the ωB97M-V functional and the def2-TZVPD basis.

The geometry in XYZ format:
```
40
Properties=species:S:1:pos:R:3:forces:R:3
C -1.77467 -2.82073 -1.27927 0.104 0.093 0.240
C -0.38756 -2.24132 -1.52929 0.257 -0.071 0.080
C 0.23384 -1.64638 -0.25580 -0.350 -0.261 -0.180
C 1.34966 -0.60297 -0.46499 -0.059 0.015 0.190
C 2.16763 -0.77577 -1.75371 0.125 -0.274 0.134
C 0.84636 0.83990 -0.26268 0.470 0.578 -0.931
P -0.69117 1.30705 -1.21360 -0.827 -0.564 0.175
O -1.78620 0.35277 -1.03188 0.117 -0.051 0.272
O -0.22208 1.47891 -2.73156 0.230 0.103 0.244
O -1.05904 2.78847 -0.81445 0.128 -0.140 -0.392
O 1.87433 1.76253 -0.83846 -0.338 0.350 0.224
S 1.92814 3.13556 -0.00466 0.356 0.179 0.387
O 1.44887 4.23092 -0.76845 -0.294 -0.183 -0.087
O 3.21316 3.24210 0.59837 -0.129 -0.271 -0.054
O 0.83923 2.72673 1.10758 0.145 0.067 -0.241
C 0.91472 1.28634 1.18558 0.576 -0.361 0.409
B 0.02997 0.50893 2.27566 -0.504 0.594 0.097
O 0.65512 -0.47882 2.96918 -0.060 0.100 -0.131
C -1.46881 0.81443 2.58699 -0.019 -0.466 -0.075
C -2.32143 -0.47695 2.56339 -0.243 0.054 -0.145
H -2.34127 -2.92473 -2.20090 -0.019 -0.092 -0.061
H -1.70677 -3.79522 -0.79538 -0.011 -0.071 -0.020
H -2.32837 -2.16315 -0.61153 -0.130 0.068 -0.100
H -0.42753 -1.50085 -2.32859 -0.104 0.096 0.018
H 0.27924 -3.03036 -1.88309 -0.033 -0.014 -0.186
H 0.62240 -2.47981 0.33195 0.151 0.045 0.067
H -0.58322 -1.23199 0.33614 0.062 0.139 0.062
H 2.05345 -0.74492 0.35874 0.091 0.002 0.011
H 1.84461 -0.13855 -2.57112 0.009 0.098 -0.032
H 3.21261 -0.56276 -1.54527 0.033 0.244 -0.159
H 2.13217 -1.80427 -2.10499 -0.082 -0.069 0.057
H -0.12072 0.61127 -3.13781 -0.081 -0.050 -0.272
H -0.93376 3.40167 -1.55040 0.121 0.273 0.130
H 1.97085 1.10160 1.44379 -0.063 -0.263 0.111
H 1.59255 -0.53976 2.77231 0.175 -0.152 0.044
H -1.52361 1.23498 3.59447 0.136 0.139 0.033
H -1.88161 1.55554 1.90469 -0.047 0.092 0.019
H -3.09970 -0.46045 3.32354 -0.040 0.040 0.038
H -1.73101 -1.37667 2.72496 0.092 -0.008 0.095
H -2.82039 -0.58328 1.60051 0.052 -0.004 -0.070
```
Forces are in eV/Å.

Molecular weight: 330.104 g/mol
Orbital gap: 11.0 eV

| no. | total energy (eV) | E_HOMO (eV) | LUMO energy (Eh) |
| --- | --- | --- | --- |
| 1 | -24008.7964 | -8.37 | 0.031 |
| 2 | -18924.6355 | -7.83 | 0.017 |
| 3 | -28803.6777 | -9.25 | 0.016 |
| 4 | -46841.1217 | -10.75 | 0.010 |